Entry 1:
A cluster of 6 separate species, C36H30N6O12 in total in a non-equilibrium geometry. Source: the OMol25 dataset; level of theory: the ωB97M-V functional and the def2-TZVPD basis.

The geometry in XYZ format:
```
84
Properties=species:S:1:pos:R:3:lowdin_charge:R:1
C -7.43725 -3.27203 -6.19666 -0.06
C -7.46756 -2.51125 -5.04371 -0.10
C -6.33670 -2.17817 -4.30831 0.00
C -5.06158 -2.67113 -4.74984 -0.08
C -5.02630 -3.63397 -5.84473 0.00
C -6.21428 -3.99298 -6.43756 -0.07
N -3.78498 -2.55413 -3.95398 -0.37
O -2.76223 -3.19767 -4.29887 0.04
O -3.80898 -1.71925 -3.16174 0.12
H -8.39823 -3.69928 -6.44236 0.10
H -8.41530 -2.13395 -4.68899 0.10
H -6.35853 -1.64731 -3.36803 0.11
H -4.10822 -4.07950 -6.19832 0.11
H -6.33568 -4.63968 -7.29398 0.10
C 2.73771 -1.14805 0.09721 -0.09
C 3.03031 -1.42632 1.41486 -0.08
C 2.28202 -0.79188 2.34111 -0.02
C 1.07302 -0.13643 2.02183 -0.12
C 0.79099 0.04582 0.67322 0.00
C 1.70038 -0.37027 -0.27418 -0.08
N 0.19629 0.28209 3.11141 -0.37
O 0.38665 -0.18067 4.16867 0.12
O -0.70219 1.08797 2.81022 0.05
H 3.52386 -1.50133 -0.55360 0.11
H 3.86816 -1.99063 1.79691 0.11
H 2.53836 -1.01796 3.36560 0.12
H -0.12170 0.57167 0.43475 0.12
H 1.63128 -0.11404 -1.32107 0.12
C -7.24014 2.62254 -0.18177 -0.09
C -8.62763 2.54937 -0.53945 -0.04
C -9.50930 3.07618 0.44381 0.00
C -9.08958 3.39517 1.79441 -0.11
C -7.70331 3.45401 1.95600 -0.03
C -6.71907 3.09887 1.01600 -0.06
N -10.04492 3.80562 2.88755 -0.30
O -11.08312 4.39487 2.49336 0.05
O -9.55510 4.02605 3.98903 0.06
H -6.45516 2.19563 -0.78836 0.09
H -9.04876 2.16503 -1.45669 0.10
H -10.56198 3.07834 0.20243 0.10
H -7.43420 3.94793 2.87796 0.11
H -5.65919 3.09428 1.22343 0.11
C -5.43059 3.02238 8.33789 -0.07
C -5.87514 3.48809 9.55238 -0.07
C -4.90528 3.74624 10.50891 -0.03
C -3.57872 3.46140 10.34778 -0.13
C -3.17866 2.75563 9.26309 -0.02
C -4.11389 2.52214 8.25078 -0.05
N -2.58660 3.81415 11.46937 -0.36
O -2.77524 4.69036 12.29629 0.07
O -1.61425 3.15978 11.50796 0.10
H -6.17877 2.75536 7.60622 0.10
H -6.92436 3.58790 9.78810 0.11
H -5.24380 4.33405 11.34931 0.12
H -2.16818 2.38253 9.18486 0.12
H -3.74603 2.05250 7.35048 0.11
C 7.16052 -4.87654 -9.81482 -0.06
C 8.30785 -4.07501 -9.47405 -0.05
C 8.50270 -3.67587 -8.17115 -0.02
C 7.67316 -4.14113 -7.13446 -0.12
C 6.59007 -4.94682 -7.50216 -0.01
C 6.32268 -5.25723 -8.80484 -0.10
N 7.94280 -3.71376 -5.74410 -0.37
O 9.06971 -3.40152 -5.53670 0.09
O 7.07584 -3.57823 -4.90749 0.08
H 7.11486 -5.18140 -10.84988 0.10
H 8.92846 -3.89786 -10.33998 0.10
H 9.31839 -2.99941 -7.96270 0.12
H 5.82003 -5.17868 -6.78128 0.12
H 5.54059 -5.90978 -9.16388 0.11
C 9.74411 0.72448 -0.92043 -0.05
C 10.21061 2.02144 -0.59814 -0.07
C 9.82951 2.43396 0.66374 -0.02
C 9.19915 1.56472 1.62401 -0.11
C 8.53748 0.39561 1.14522 -0.02
C 8.72966 -0.02828 -0.16634 -0.04
N 9.05163 1.98095 3.03931 -0.35
O 7.96004 1.75045 3.59539 0.05
O 9.99072 2.51937 3.58458 0.09
H 9.92661 0.30551 -1.89899 0.09
H 10.90347 2.68550 -1.09350 0.11
H 10.08374 3.43176 0.98958 0.11
H 7.88869 -0.08415 1.86306 0.11
H 8.20887 -0.92406 -0.47091 0.10
```

Results
HOMO-LUMO gap: 8.8 eV
Total charge: 0
Structure (SMILES): O=[N+]([O-])c1ccccc1.O=[N+]([O-])c1ccccc1.O=[N+]([O-])c1ccccc1.O=[N+]([O-])c1ccccc1.O=[N+]([O-])c1ccccc1.O=[N+]([O-])c1ccccc1
Relative energy (zero: lowest compared OMol25 entry of this formula, charge and spin): 124.3 kcal/mol
Highest occupied orbital energy: -0.3575 Ha
Lowest unoccupied orbital energy: -0.919 eV

---

Entry 2:
A structure of composition C32H56ClCuN8O4 in a non-equilibrium geometry. Source: the OMol25 dataset; level of theory: the ωB97M-V functional and the def2-TZVPD basis.

The geometry in XYZ format:
```
102
Properties=species:S:1:pos:R:3:lowdin_charge:R:1
Cu 0.91751 6.11769 0.71986 0.99
Cl -0.35772 0.81253 0.76007 0.57
O -0.99404 0.16506 1.85592 -0.38
O 0.88464 1.31143 1.24505 -0.40
O -0.15645 -0.21375 -0.23782 -0.38
O -1.16543 1.91013 0.31950 -0.40
C -6.74781 -1.18546 -2.83995 -0.09
C -5.92113 -0.78484 -1.58926 -0.26
C -6.73491 -0.14494 -0.48421 -0.20
C -7.38803 1.10877 -0.84998 -0.24
N -7.91588 2.09168 -1.12334 0.14
H -6.14686 -1.61485 -3.64156 0.07
H -7.16105 -0.23482 -3.17703 0.06
H -7.53968 -1.87086 -2.53782 0.07
H -5.13523 -0.13468 -1.97364 0.11
H -5.33331 -1.59732 -1.16211 0.11
H -6.11978 0.12436 0.37439 0.12
H -7.44442 -0.82839 -0.01773 0.12
C -4.33059 4.25623 7.70877 -0.11
C -4.64024 3.48730 6.42167 -0.24
C -4.34283 4.23407 5.06262 -0.18
C -3.10695 5.00434 5.03931 -0.23
N -2.14962 5.68824 5.01632 0.11
H -4.80368 5.23786 7.68281 0.07
H -3.25730 4.40333 7.82922 0.07
H -4.82903 3.74668 8.53340 0.07
H -5.66190 3.10744 6.41728 0.10
H -4.06403 2.56247 6.44959 0.10
H -5.11954 4.98230 4.90462 0.11
H -4.44428 3.55997 4.21209 0.12
C 4.71071 3.21495 -7.16998 -0.11
C 3.81606 1.95444 -6.87544 -0.23
C 3.74913 1.70338 -5.36119 -0.19
C 3.30682 2.86289 -4.55614 -0.23
N 3.01139 3.77669 -3.88735 0.12
H 4.72033 4.03437 -6.45125 0.06
H 4.54611 3.56292 -8.18974 0.07
H 5.75096 2.89785 -7.09647 0.06
H 4.21054 1.19309 -7.54835 0.11
H 2.83406 2.25938 -7.23708 0.10
H 4.68928 1.31289 -4.97166 0.12
H 2.95911 0.99230 -5.11968 0.11
C -0.55937 -7.39473 1.78341 -0.11
C -0.03420 -5.95215 1.70785 -0.25
C 0.81662 -5.55523 2.91468 -0.20
C 0.12297 -5.61122 4.21297 -0.22
N -0.42651 -5.71400 5.24471 0.13
H -1.21113 -7.79785 1.00829 0.07
H -1.15818 -7.57988 2.67517 0.07
H 0.31822 -8.03978 1.82641 0.07
H -0.85159 -5.24565 1.56350 0.11
H 0.55251 -5.81167 0.80003 0.10
H 1.29022 -4.57887 2.81211 0.12
H 1.61805 -6.28777 3.01060 0.11
C -0.95792 -4.89937 -5.23990 -0.11
C -0.99428 -6.36583 -5.76334 -0.24
C -1.64146 -7.39391 -4.79236 -0.18
C -3.00927 -7.05053 -4.30768 -0.22
N -4.09318 -6.81009 -3.94007 0.13
H -1.95044 -4.47301 -5.09423 0.07
H -0.51761 -4.20506 -5.95555 0.06
H -0.30481 -4.85655 -4.36828 0.07
H 0.01961 -6.59093 -6.09418 0.10
H -1.57615 -6.33205 -6.68442 0.10
H -1.10914 -7.49427 -3.84650 0.11
H -1.66660 -8.38957 -5.23524 0.11
C 7.18218 -0.38286 2.56806 -0.12
C 8.05736 0.86879 2.84136 -0.23
C 7.39036 2.03559 2.05647 -0.20
C 8.09574 3.32144 2.25310 -0.23
N 8.69263 4.31796 2.31937 0.12
H 7.10477 -0.59299 1.50131 0.07
H 6.14693 -0.34200 2.90672 0.07
H 7.59175 -1.30802 2.97356 0.07
H 9.06734 0.64954 2.49502 0.11
H 8.20206 1.09778 3.89717 0.11
H 6.36974 2.21043 2.39687 0.11
H 7.29801 1.78705 0.99921 0.12
C -3.18888 2.31245 -7.55631 -0.12
C -2.91103 2.67156 -6.14398 -0.28
C -2.22898 4.06606 -5.97686 -0.17
C -3.07380 5.17445 -6.54701 -0.22
N -3.72652 6.01999 -6.98324 0.13
H -3.77090 1.39259 -7.61291 0.08
H -2.26030 2.09576 -8.08440 0.08
H -3.72398 3.05968 -8.14234 0.08
H -2.21761 1.99483 -5.64467 0.11
H -3.79271 2.56920 -5.51132 0.11
H -1.22128 4.03075 -6.39087 0.11
H -2.16352 4.25281 -4.90497 0.11
C 3.82763 -0.23068 8.63540 -0.10
C 2.81084 0.84203 8.09835 -0.25
C 3.43805 1.88417 7.17568 -0.20
C 4.67322 2.46241 7.70410 -0.24
N 5.62787 2.98536 8.08572 0.14
H 3.24529 -0.96719 9.18905 0.07
H 4.67333 0.12046 9.22666 0.07
H 4.20699 -0.73927 7.74910 0.07
H 2.35436 1.35338 8.94585 0.10
H 2.01977 0.30003 7.58014 0.11
H 2.71103 2.66673 6.95859 0.12
H 3.72053 1.38210 6.25035 0.12
```

Results
HOMO-LUMO gap: 3.2 eV
Total charge: 0
Relative energy (zero: lowest compared OMol25 entry of this formula, charge and spin): 149.1 kcal/mol
Highest occupied orbital energy: -0.3068 Ha
Lowest unoccupied orbital energy: -5.114 eV

---

Entry 3:
A cluster of 7 separate species, C24H36F4O18 in total in a non-equilibrium geometry. Source: the OMol25 dataset; level of theory: the ωB97M-V functional and the def2-TZVPD basis.

The geometry in XYZ format:
```
82
Properties=species:S:1:pos:R:3:lowdin_charge:R:1
C 0.30235 9.13121 7.49186 -0.04
C 0.25449 7.63110 7.19098 -0.34
O -0.83637 7.16819 7.94047 0.17
C -0.98831 7.95275 8.96830 -0.56
O -1.57252 7.69712 10.02740 0.13
O -0.30505 9.09653 8.78004 0.06
F 1.36275 7.07995 7.62486 0.11
H -0.39300 9.64619 6.82900 0.14
H 1.25192 9.65360 7.60813 0.15
H 0.20547 7.43842 6.11927 0.17
C 0.36534 0.44966 2.77625 -0.08
C 0.76114 0.34286 1.24030 -0.28
O 1.90926 1.13886 1.22847 0.14
C 1.89703 1.98610 2.26371 -0.51
O 2.53184 3.02660 2.33665 0.15
O 0.95726 1.61684 3.17505 0.07
F -0.19996 0.91339 0.48927 0.08
H 0.68082 -0.40817 3.37013 0.14
H -0.68910 0.67289 2.93877 0.14
H 0.89733 -0.67104 0.86408 0.17
C 5.92794 -8.51449 -4.29731 -0.06
C 5.02021 -7.56884 -5.10530 -0.30
O 4.54672 -6.60931 -4.15874 0.16
C 4.66458 -7.11332 -2.95627 -0.56
O 4.12011 -6.74031 -1.94919 0.16
O 5.40837 -8.25207 -3.02497 0.06
F 3.97847 -8.18603 -5.67719 0.09
H 6.90700 -8.03984 -4.36252 0.14
H 5.87645 -9.56761 -4.57369 0.15
H 5.63525 -7.07990 -5.86079 0.16
C -7.91429 -0.17959 5.60382 -0.06
C -7.40545 0.96301 4.76714 -0.38
O -7.13463 0.27663 3.55349 0.12
C -8.05507 -0.72598 3.43641 -0.51
O -8.23813 -1.36214 2.41370 0.15
O -8.57072 -1.02485 4.65857 0.07
F -6.34897 1.47890 5.28888 0.15
H -8.61756 0.00378 6.41615 0.14
H -7.06824 -0.74446 5.99525 0.15
H -8.14910 1.70658 4.48046 0.18
O 8.68758 -2.32390 -4.78844 0.09
C 9.09265 -1.19099 -4.69201 -0.52
O 8.37006 -0.02012 -4.80520 -0.02
C 6.94780 -0.21232 -4.65763 -0.21
C 6.20290 1.19475 -4.76455 -0.05
C 10.58416 -1.02763 -4.57738 0.01
H 6.70017 -0.66511 -3.69754 0.12
H 6.58533 -0.82502 -5.48305 0.11
H 5.13158 1.14357 -4.57026 0.07
H 6.31744 1.44913 -5.81825 0.06
H 6.75162 1.93263 -4.17928 0.07
H 10.81649 -0.56372 -3.61879 0.09
H 10.92886 -0.46285 -5.44358 0.09
H 11.13897 -1.96340 -4.64543 0.09
O -6.94670 -9.56622 -1.92179 0.09
C -6.58123 -9.24344 -0.81637 -0.55
O -5.69584 -8.32770 -0.54581 0.00
C -5.19870 -7.46573 -1.52618 -0.21
C -4.28818 -6.49962 -0.68717 -0.05
C -7.20559 -10.01561 0.36706 0.02
H -5.95128 -6.87405 -2.04737 0.12
H -4.65578 -8.06200 -2.25953 0.13
H -3.81103 -5.74932 -1.31763 0.07
H -3.44691 -7.09227 -0.32782 0.07
H -4.88430 -5.98181 0.06424 0.08
H -8.28535 -9.86833 0.34421 0.08
H -6.74920 -9.71111 1.30891 0.07
H -7.11656 -11.10193 0.37592 0.08
O -1.26501 7.25932 -0.33944 0.11
C -1.85449 6.92245 -1.31230 -0.58
O -1.39075 7.08314 -2.56631 -0.02
C -0.00171 7.50579 -2.73066 -0.18
C 0.18059 9.06420 -2.91098 -0.05
C -3.19723 6.28589 -1.27561 0.02
H 0.29182 7.02281 -3.66269 0.11
H 0.60330 6.99898 -1.97886 0.12
H 1.25519 9.23165 -2.98378 0.07
H -0.19712 9.57695 -2.02638 0.07
H -0.26518 9.51331 -3.79849 0.07
H -3.12166 5.65985 -0.38653 0.09
H -3.45768 5.69010 -2.15043 0.09
H -3.99490 6.99612 -1.05794 0.09
```

Results
HOMO-LUMO gap: 10.4 eV
Total charge: 0
Structure (SMILES): O=C1OC[C@@H](F)O1.O=C1OC[C@@H](F)O1.O=C1OC[C@@H](F)O1.O=C1OC[C@@H](F)O1.CCOC(C)=O.CCOC(C)=O.CCOC(C)=O
Highest occupied orbital energy: -0.3681 Ha
Lowest unoccupied orbital energy: 0.353 eV

---

Entry 4:
An isolated molecule of C4H11NO3S in a non-equilibrium geometry. Source: the OMol25 dataset; level of theory: the ωB97M-V functional and the def2-TZVPD basis.

The geometry in XYZ format:
```
20
Properties=species:S:1:pos:R:3:lowdin_charge:R:1
O -1.92069 2.77473 0.10991 -0.46
O 0.07249 3.93537 -0.00871 -0.29
O 0.01662 1.46000 -0.64489 -0.34
N 0.21451 0.08724 -0.26661 -0.21
S -0.52742 2.50976 0.55402 0.96
C -1.61527 -1.01759 0.92230 -0.09
C 1.97535 -1.52928 0.31245 -0.10
C -1.01989 -0.68582 -0.46978 -0.23
C 1.46646 -0.57500 -0.72203 -0.24
H -0.61856 4.18335 -0.67264 0.08
H -1.86550 -0.11494 1.50816 0.06
H -0.97515 -1.69234 1.51821 0.07
H -2.61331 -1.55872 0.72622 0.09
H 1.59643 -2.56788 0.19247 0.08
H 3.06206 -1.54610 0.21216 0.07
H 1.78513 -1.07735 1.30860 0.09
H -0.84991 -1.61408 -1.02109 0.11
H -1.76285 -0.12207 -1.06000 0.12
H 2.21353 0.23033 -0.83576 0.13
H 1.36599 -1.07959 -1.66298 0.10
```

Results
HOMO-LUMO gap: 9.9 eV
Total charge: 0
Relative energy (zero: lowest compared OMol25 entry of this formula, charge and spin): 65.2 kcal/mol
Highest occupied orbital energy: -0.3313 Ha
Lowest unoccupied orbital energy: 0.880 eV